Record 1
{
  "formula": "C21H24IN5S4Sr",
  "method": "the ωB97M-V functional and the def2-TZVPD basis",
  "elements": ["I", "Sr", "S", "S", "S", "S", "N", "N", "N", "N", "N", "C", "C", "C", "C", "C", "C", "C", "C", "C", "C", "C", "C", "C", "C", "C", "C", "C", "C", "C", "C", "C", "H", "H", "H", "H", "H", "H", "H", "H", "H", "H", "H", "H", "H", "H", "H", "H", "H", "H", "H", "H", "H", "H", "H", "H"],
  "coordinates": [[3.18994, 1.10268, 2.45638], [0.27401, 0.59615, 0.85458], [-0.73644, -1.27952, 4.34244], [-4.09263, -0.54947, 3.24123], [-4.97975, -0.78092, 1.43633], [-2.49597, -1.99048, 3.52783], [0.68651, 3.00939, 2.19894], [2.15736, -6.48034, -5.56970], [0.89818, 1.82875, -0.81931], [-0.43613, -1.02461, -0.35312], [-1.50787, 1.27494, 1.74092], [2.42311, -2.10769, -0.36658], [2.50089, -3.06507, -1.39514], [-0.14822, -0.37411, -1.61903], [0.57892, -0.59430, 3.32430], [3.10579, -2.77500, -2.63979], [1.78149, -5.19977, -2.31692], [-2.92958, 3.01244, -0.01589], [-2.38037, 3.47418, 1.19890], [2.35375, -4.87664, -3.55650], [-0.60630, 3.15553, 2.91980], [1.85659, -4.32030, -1.26091], [-2.70120, 1.69803, -0.31883], [3.02388, -3.65383, -3.69702], [2.08658, -1.23090, 0.45596], [-1.89456, 0.88726, 0.55192], [2.24777, -5.76859, -4.66602], [0.71325, 3.68490, 0.89947], [-1.73122, -0.53141, 0.08923], [-1.64765, 2.60673, 1.98111], [0.05600, 2.78776, -0.11237], [-0.20806, 1.06632, -1.29323], [-0.96229, -0.52735, -2.34376], [-0.53020, 2.56104, 3.83106], [1.45456, 3.31024, 2.78017], [-2.88712, 1.30735, -1.30234], [-0.66062, 2.15249, 0.37158], [-0.52667, -2.02457, -0.47202], [1.40081, -4.55026, -0.30667], [-2.40082, 4.52859, 1.43878], [1.38975, 2.25144, -1.59396], [3.61778, -1.82697, -2.74665], [-0.80982, 1.62242, -2.00449], [-0.84283, 0.98906, -0.42356], [0.17843, 4.64850, 0.89338], [-3.40063, 3.66691, -0.73607], [-0.56636, 3.33091, -0.81568], [0.79958, -0.68534, -2.06221], [1.35623, -1.35162, 3.35498], [-2.42384, -0.61213, -0.74931], [-2.11401, -1.17857, 0.88836], [1.26786, -6.14733, -2.20835], [1.74895, 3.86293, 0.60412], [-0.85250, 4.20279, 3.15143], [0.85994, 0.29281, 3.88674], [3.46574, -3.40545, -4.65452]],
  "lowdin_charge": [-0.072, 1.306, 0.211, -0.324, -0.342, -0.112, -0.143, 0.105, -0.103, -0.222, -0.003, -0.203, -0.282, -0.167, -0.777, -0.051, -0.053, -0.029, -0.010, -0.274, -0.118, -0.038, -0.020, -0.060, -0.161, -0.529, -0.228, -0.187, -0.204, -0.248, -0.321, -0.385, 0.135, 0.132, 0.020, 0.128, -0.016, 0.150, 0.115, 0.115, 0.151, 0.108, 0.150, -0.068, 0.115, 0.114, 0.136, 0.126, -0.077, 0.125, 0.077, 0.108, 0.116, 0.114, -0.137, 0.105],
  "e_above_lowest_kj_mol": 1220.87,
  "largest_force_ha_per_bohr": 0.3816,
  "total_charge": -2,
  "e_tot_ev": -81883.0578,
  "homo_ha": -0.0229,
  "e_lumo_ev": 3.24,
  "homo_lumo_gap_ev": 3.8607
}


Record 2
{
  "formula": "C21H24LaN2OP2",
  "method": "the ωB97M-V functional and the def2-TZVPD basis",
  "elements": ["La", "P", "P", "O", "N", "N", "C", "C", "C", "C", "C", "C", "C", "C", "C", "C", "C", "C", "C", "C", "C", "C", "C", "C", "C", "C", "C", "H", "H", "H", "H", "H", "H", "H", "H", "H", "H", "H", "H", "H", "H", "H", "H", "H", "H", "H", "H", "H", "H", "H", "H"],
  "coordinates": [[0.60784, 1.25593, 1.16286], [1.67536, -1.35934, 1.55738], [2.05875, 0.91534, -1.26725], [-2.14931, 2.41557, 1.64621], [4.25936, 1.32501, 1.65513], [-0.74130, 0.16593, 0.00669], [-0.55696, 1.01333, -2.30918], [-3.21626, 2.04840, 1.16521], [-3.40092, 0.93220, 0.24596], [0.79757, 0.35530, -2.49565], [3.15044, 1.08862, 1.33855], [-2.90907, -0.34571, 0.91837], [0.30286, -2.43069, 0.92022], [-3.15726, -2.11380, 2.53532], [3.16570, -2.21167, 0.96912], [-2.62883, 1.23548, -1.03383], [-1.08910, 1.87374, -3.26742], [-1.32639, 0.77016, -1.14603], [3.56752, 0.06374, -1.80354], [-1.07587, -1.91857, 1.29659], [-1.59603, -0.74004, 0.70528], [-2.36040, 2.43483, -3.10585], [-1.87043, -2.57370, 2.23510], [1.67138, -1.80906, 3.32502], [-3.68663, -1.01001, 1.86593], [2.38038, 2.61419, -1.86048], [-3.13985, 2.10560, -1.99627], [-4.69597, -0.64354, 2.06716], [3.92964, 0.52677, -2.73093], [0.65239, -1.80917, 3.73108], [3.34662, -3.09288, 1.59860], [2.96503, 3.14665, -1.09721], [3.05742, -2.51235, -0.08081], [0.48130, -3.42833, 1.34427], [0.72749, -0.73918, -2.37613], [-4.14282, 2.51538, -1.85451], [3.37469, -1.00478, -1.96372], [4.32125, 0.17849, -1.01423], [2.96374, 2.55119, -2.78841], [-4.46143, 0.80973, -0.00518], [0.42831, -2.46743, -0.17497], [4.00948, -1.51555, 1.05690], [1.21429, 0.58856, -3.48499], [1.44492, 3.15846, -2.04105], [-1.47575, -3.46028, 2.73850], [2.27200, -1.06778, 3.87005], [-2.75031, 3.12033, -3.85751], [-3.75542, -2.62999, 3.28537], [-0.49766, 2.10774, -4.15607], [-4.26613, 2.36970, 1.23075], [2.12434, -2.80252, 3.43960]],
  "lowdin_charge": [1.667, 0.742, 0.737, 0.008, -0.021, -0.323, -0.224, -0.169, -0.184, -0.287, -0.596, -0.120, -0.288, -0.055, -0.242, -0.120, -0.034, -0.208, -0.241, -0.226, -0.214, -0.055, -0.036, -0.244, -0.012, -0.244, -0.012, 0.127, 0.058, 0.045, 0.057, 0.048, 0.046, 0.098, 0.096, 0.126, 0.047, 0.038, 0.056, 0.159, 0.094, 0.036, 0.097, 0.047, 0.123, 0.050, 0.113, 0.113, 0.123, 0.152, 0.055],
  "e_above_lowest_kj_mol": 144.91,
  "largest_force_ha_per_bohr": 0.1128,
  "total_charge": 1,
  "e_tot_ev": -46625.7445,
  "homo_ha": -0.3950,
  "e_lumo_ev": -3.56,
  "homo_lumo_gap_ev": 7.1929
}


Record 3
{
  "formula": "C21H24N2O",
  "method": "the ωB97M-V functional and the def2-TZVPD basis",
  "elements": ["O", "N", "N", "C", "C", "C", "C", "C", "C", "C", "C", "C", "C", "C", "C", "C", "C", "C", "C", "C", "C", "C", "C", "C", "H", "H", "H", "H", "H", "H", "H", "H", "H", "H", "H", "H", "H", "H", "H", "H", "H", "H", "H", "H", "H", "H", "H", "H"],
  "coordinates": [[-1.90939, 2.65525, -1.42283], [-0.51418, 1.60882, -0.13097], [-3.80481, -0.82115, -0.51707], [-2.68077, 1.79288, 1.72185], [-1.62743, 2.42327, -0.25800], [-0.61819, -2.52527, 1.15448], [4.33268, -1.06280, -0.67869], [1.64446, 0.96284, -1.24141], [-2.21867, -0.69139, 0.76367], [-2.24390, 2.87338, 0.78313], [0.14432, 1.04078, -1.19706], [-1.12705, -1.33177, 1.65322], [6.44762, -0.11262, -0.05141], [-2.70333, -1.41216, -0.11253], [4.46173, 0.82488, 0.77405], [5.63835, -1.38070, -0.69586], [-4.83608, -1.25407, -1.42795], [2.07453, 0.13463, 0.19594], [-3.95619, 0.33940, 0.13327], [5.72709, 0.72024, 0.79098], [-2.99848, 0.52193, 0.91395], [3.63072, 0.11427, -0.21084], [-1.19835, -3.37792, -0.01708], [-2.32336, -2.78212, -0.49208], [-4.83485, 1.29193, -0.04396], [-3.06358, 3.33888, 0.78362], [6.07110, -2.13095, -1.26242], [-0.66058, -0.56276, 2.48710], [3.97213, 1.78088, 1.20142], [-0.86880, -4.30446, -0.11385], [-4.29774, -1.51292, -2.42701], [-0.22234, 0.00972, -1.38371], [-5.22206, -2.34324, -1.17542], [6.38029, 1.45301, 1.08235], [-1.70093, 3.72451, 1.52888], [-3.38098, 2.06934, 2.51805], [3.60815, -1.87407, -1.19126], [-0.10699, 1.56327, -1.95012], [0.23738, -2.87385, 1.58683], [1.94333, 2.07908, -0.85062], [2.12451, 0.69278, -2.01511], [1.85168, 0.73124, 1.00140], [7.51799, -0.31998, -0.01716], [-0.18192, 1.40252, 0.64135], [1.69717, -0.89120, -0.24722], [-1.70463, 1.26512, 2.35013], [-5.50567, -0.56557, -1.65416], [-2.99395, -3.28391, -1.27986]],
  "nbo_charge": [-0.605, -0.571, -0.359, -0.353, 0.647, -0.233, -0.228, -0.315, -0.069, -0.509, -0.222, -0.194, -0.155, 0.074, -0.181, -0.210, -0.382, -0.446, 0.041, -0.296, -0.157, 0.003, -0.209, -0.176, 0.208, 0.244, 0.216, 0.221, 0.196, 0.208, 0.193, 0.161, 0.197, 0.215, 0.226, 0.234, 0.184, 0.220, 0.198, 0.173, 0.191, 0.218, 0.207, 0.354, 0.245, 0.176, 0.210, 0.209],
  "e_above_lowest_kj_mol": 1452.82,
  "largest_force_ha_per_bohr": 0.2615,
  "total_charge": 0,
  "e_tot_ev": -27180.6631,
  "homo_ha": -0.2987,
  "e_lumo_ev": 0.41,
  "smiles": "Cn1cc(CCC(=O)NCCCc2ccccc2)c2ccccc21",
  "homo_lumo_gap_ev": 8.5336
}


Record 4
{
  "formula": "C21H24N2O4",
  "method": "the ωB97M-V functional and the def2-TZVPD basis",
  "elements": ["O", "O", "O", "O", "N", "N", "C", "C", "C", "C", "C", "C", "C", "C", "C", "C", "C", "C", "C", "C", "C", "C", "C", "C", "C", "C", "C", "H", "H", "H", "H", "H", "H", "H", "H", "H", "H", "H", "H", "H", "H", "H", "H", "H", "H", "H", "H", "H", "H", "H", "H"],
  "coordinates": [[-2.77339, -0.04320, 1.57584], [-2.34213, -1.22153, -0.98266], [-0.30910, -3.10948, -0.65684], [-3.50286, -2.09995, 0.48029], [-4.20495, 1.40394, 0.58815], [3.32840, 0.79557, 0.28548], [6.82860, 2.01536, 0.28314], [2.46392, -0.18314, 0.12771], [-3.27671, 2.48365, 0.82175], [-3.80774, 0.01665, 1.15680], [-3.55059, 3.04640, -1.54084], [-2.53016, 2.98248, -0.30550], [6.70484, -0.26633, 0.13530], [-2.40542, -2.09335, -0.25216], [4.77701, 1.00667, 0.20341], [-4.63537, 2.15061, -1.72304], [-1.59114, -3.04069, -0.17245], [0.48304, -2.28358, -0.37420], [1.24286, -0.02128, 0.71659], [7.50479, 0.84094, -0.01756], [-4.45632, -1.08807, 0.40801], [-5.14123, 1.66064, -0.28793], [0.22916, -1.12098, 0.43801], [5.48089, 2.00878, -0.05372], [2.53604, -1.16879, -0.79958], [5.52368, -0.47612, 0.30554], [1.69016, -1.93591, -1.14452], [8.54974, 0.65088, -0.09174], [1.02995, 0.51975, 1.47176], [-1.93776, 3.69593, -0.07412], [-2.62178, 2.15643, 1.83696], [-3.97878, 1.30277, -1.92647], [-1.55403, -3.15688, 1.20550], [5.07406, 2.87635, 0.14940], [3.63693, -1.27476, -1.48308], [-3.09079, 3.49662, -2.24805], [-5.43137, -1.36718, 1.11208], [-2.02551, -4.11082, -0.26893], [-1.82887, 2.16229, -0.73182], [4.77419, -1.26110, 0.47919], [7.25449, -1.37774, 0.05644], [3.07281, 1.61358, 0.69771], [-3.82867, 3.17058, 1.38398], [1.81880, -2.77307, -1.96132], [-4.78290, -1.07328, -0.75782], [7.26136, 2.99385, -0.09561], [-0.62149, -0.98854, 1.15478], [-5.41950, 2.39832, -2.19655], [-5.78286, 2.63083, 0.27770], [-4.18657, 4.11170, -1.22662], [-5.95377, 1.08999, -0.35621]],
  "nbo_charge": [-0.520, -0.556, -0.428, -0.521, -0.509, -0.603, -0.163, 0.195, -0.218, 0.697, -0.329, -0.398, -0.201, 0.669, 0.243, -0.431, -0.133, 0.298, -0.242, -0.226, -0.190, -0.144, -0.320, -0.357, -0.260, -0.217, -0.201, 0.221, 0.190, 0.211, 0.215, 0.208, 0.210, 0.200, 0.204, 0.205, 0.223, 0.274, 0.196, 0.240, 0.170, 0.378, 0.195, 0.201, 0.255, 0.208, 0.220, 0.212, 0.099, 0.124, 0.205],
  "e_above_lowest_kj_mol": 2149.20,
  "largest_force_ha_per_bohr": 0.3424,
  "total_charge": 0,
  "e_tot_ev": -33317.0640,
  "homo_ha": -0.2541,
  "e_lumo_ev": 0.54,
  "homo_lumo_gap_ev": 7.4550
}